Entry 1:
This record from OMol25 describes a molecular structure, C34H27N7O11SV. The level of theory is ωB97M-V with the def2-TZVPD basis set.

```
81
Properties=species:S:1:pos:R:3:lowdin_spin:R:1
V -0.145 0.300 0.038 1.896
C 2.955 0.536 2.311 0.001
C 1.622 1.225 2.204 0.007
O 1.126 1.311 0.973 0.023
C 1.014 1.762 3.273 -0.002
C -0.260 2.526 3.193 0.000
C -0.147 4.011 3.001 0.000
N -1.426 2.029 3.295 -0.001
N -1.526 0.666 3.536 -0.005
C -1.666 -0.072 2.499 0.005
O -1.655 0.324 1.248 0.018
C -1.955 -1.520 2.739 0.001
C -2.793 -2.198 1.860 0.000
C -3.086 -3.540 2.060 0.000
C -2.530 -4.221 3.135 0.000
C -1.689 -3.546 4.011 0.000
C -1.408 -2.203 3.818 0.001
H 3.613 0.896 1.516 0.000
H 2.843 -0.543 2.196 0.001
H 3.423 0.731 3.277 0.000
H 1.502 1.693 4.239 0.000
H 0.444 4.448 3.813 0.000
H -1.138 4.464 2.982 0.000
H 0.361 4.215 2.060 0.000
H -3.204 -1.660 1.016 0.000
H -3.743 -4.056 1.369 0.000
H -2.742 -5.274 3.283 0.000
H -1.233 -4.077 4.839 0.000
H -0.744 -1.666 4.482 0.000
C 2.512 4.421 -6.301 0.000
C 1.672 4.161 -5.077 0.000
C 0.632 5.015 -4.723 0.000
C -0.141 4.762 -3.597 0.000
C 0.134 3.653 -2.814 0.001
C 1.172 2.794 -3.148 0.000
C 1.928 3.049 -4.279 0.000
S -0.835 3.339 -1.347 0.003
O -0.007 3.678 -0.228 0.001
O -2.058 4.091 -1.528 0.001
N -1.077 1.748 -1.346 0.007
C -1.852 1.209 -2.358 -0.001
C -2.473 1.882 -3.402 0.004
C -3.218 1.203 -4.382 0.000
C -3.391 -0.151 -4.361 0.004
C -2.793 -0.888 -3.315 -0.001
C -2.913 -2.289 -3.200 0.004
C -2.309 -2.948 -2.170 -0.001
C -1.565 -2.205 -1.236 0.006
N -1.439 -0.904 -1.321 -0.003
C -2.030 -0.218 -2.331 0.000
H 2.079 5.209 -6.918 0.000
H 2.603 3.519 -6.908 0.000
H 3.523 4.728 -6.024 0.000
H 0.414 5.879 -5.341 0.000
H -0.965 5.407 -3.325 0.000
H 1.352 1.916 -2.539 0.000
H 2.715 2.359 -4.562 0.000
H -2.413 2.955 -3.463 0.000
H -3.668 1.793 -5.173 0.000
H -3.967 -0.667 -5.119 0.000
H -3.490 -2.824 -3.947 0.000
H -2.381 -4.021 -2.057 0.000
H -1.058 -2.673 -0.401 0.001
O 5.775 -4.280 -0.797 -0.009
N 5.487 -3.609 -1.777 0.001
O 6.142 -3.631 -2.813 0.008
C 4.319 -2.760 -1.714 0.017
C 3.995 -1.994 -2.813 0.072
C 2.865 -1.202 -2.729 0.019
C 2.058 -1.051 -1.560 0.011
O 1.161 -0.162 -1.492 0.019
C 2.405 -1.950 -0.477 -0.003
C 3.535 -2.753 -0.559 0.130
N 1.645 -2.037 0.683 0.305
O 0.448 -1.492 0.770 0.143
O 2.038 -2.768 1.629 0.291
N 2.521 -0.458 -3.934 0.002
O 3.451 -0.032 -4.617 0.001
O 1.355 -0.325 -4.237 0.004
H 4.590 -2.014 -3.711 0.004
H 3.783 -3.375 0.285 0.012
```

Results
Multiplicity ... 4
Expectation value of S² ... 3.78
Charge ... -2
HOMO-LUMO gap (spin up / spin down) ... 5.67 / 7.14 eV
HOMO level (spin up / spin down) ... -1.592 / -2.942 eV

Entry 2:
This record from OMol25 describes 2 unconnected molecules or ions with the total composition C34H27NO3S. The level of theory is ωB97M-V with the def2-TZVPD basis set.

```
66
Properties=species:S:1:pos:R:3:nbo_charge:R:1
C 4.183 -0.949 -5.776 -0.650
C 3.330 -1.452 -4.656 0.078
C 3.874 -2.416 -3.786 -0.238
C 3.208 -2.762 -2.630 -0.121
C 1.966 -2.143 -2.281 -0.067
C 1.453 -2.414 -0.999 0.031
C 0.132 -2.194 -0.519 -0.167
C -0.608 -1.010 -0.795 -0.080
C -1.861 -0.813 -0.234 -0.293
C -2.389 -1.791 0.611 0.356
O -3.609 -1.583 1.260 -0.531
C -4.777 -1.873 0.541 0.368
C -5.541 -2.943 1.002 -0.277
C -6.581 -3.406 0.195 -0.190
C -6.899 -2.749 -0.999 -0.228
C -6.162 -1.625 -1.391 -0.190
C -5.092 -1.167 -0.615 -0.296
C -1.711 -2.990 0.881 -0.250
C -0.473 -3.186 0.309 -0.119
C 1.333 -1.333 -3.281 -0.153
C 2.019 -0.988 -4.444 -0.221
H 3.767 -0.037 -6.212 0.227
H 5.187 -0.734 -5.382 0.238
H 4.315 -1.682 -6.586 0.239
H 4.836 -2.872 -4.044 0.229
H 3.615 -3.513 -1.954 0.220
H 2.097 -3.017 -0.360 0.216
H -0.183 -0.229 -1.426 0.214
H -2.419 0.116 -0.411 0.243
H -5.255 -3.420 1.931 0.231
H -7.123 -4.294 0.505 0.220
H -7.716 -3.115 -1.628 0.222
H -6.394 -1.097 -2.319 0.220
H -4.486 -0.301 -0.897 0.223
H -2.194 -3.722 1.530 0.244
H 0.050 -4.128 0.482 0.222
H 0.312 -0.990 -3.136 0.224
H 1.547 -0.355 -5.203 0.227
C -3.805 3.130 2.398 -0.205
C -2.944 4.026 3.044 -0.222
C -1.594 3.698 3.231 -0.198
C -1.102 2.466 2.782 -0.215
S 0.586 1.920 3.189 2.138
C 1.587 2.119 1.790 -0.684
C 2.956 2.475 1.859 -0.008
C 3.520 3.242 0.785 -0.231
C 4.870 3.518 0.722 -0.177
C 5.739 3.028 1.713 -0.181
C 7.150 3.199 1.523 0.277
N 8.291 3.329 1.284 -0.357
C 5.212 2.328 2.815 -0.164
C 3.850 2.089 2.913 -0.230
O 0.935 2.856 4.240 -0.958
O 0.476 0.504 3.493 -0.959
C -1.969 1.571 2.151 -0.238
C -3.309 1.906 1.939 -0.222
H -4.864 3.375 2.279 0.214
H -3.323 4.979 3.419 0.217
H -0.938 4.404 3.737 0.245
H 1.045 2.065 0.842 0.222
H 2.826 3.588 0.016 0.208
H 5.290 4.086 -0.112 0.221
H 5.864 1.947 3.607 0.222
H 3.461 1.539 3.777 0.230
H -1.594 0.599 1.836 0.226
H -3.967 1.192 1.441 0.209
```

Results
Charge ... 0
HOMO-LUMO gap ... 2.28 eV
HOMO level ... -5.704 eV

Entry 3:
This record from OMol25 describes a molecular structure, C34H28AsBr2I2N2O2SZn. The level of theory is ωB97M-V with the def2-TZVPD basis set.

```
73
Properties=species:S:1:pos:R:3:mulliken_charge:R:1
Zn -1.432 -0.993 -1.145 -0.164
C -1.984 1.250 -3.542 -1.445
C -0.589 0.706 -3.537 0.924
C 0.348 1.024 -4.539 -1.082
C 1.612 0.528 -4.472 -0.994
C 1.983 -0.335 -3.415 1.047
C 3.265 -0.913 -3.241 0.142
Br 4.662 -0.548 -4.479 -0.262
C 3.520 -1.745 -2.194 -0.533
C 2.499 -2.067 -1.283 0.099
Br 2.892 -3.230 0.160 -0.198
C 1.205 -1.586 -1.397 0.062
O 0.233 -1.916 -0.596 -0.583
C 0.984 -0.647 -2.476 0.196
N -0.260 -0.089 -2.550 0.576
H -2.167 1.861 -4.424 0.437
H -2.129 1.870 -2.653 0.249
H -2.697 0.420 -3.527 0.276
H 0.054 1.684 -5.345 0.473
H 2.344 0.784 -5.226 0.311
H 4.505 -2.170 -2.060 0.421
I -2.641 -4.436 -4.908 0.009
C -3.373 -4.205 -2.973 -0.583
C -4.260 -5.149 -2.438 -0.382
C -4.764 -5.009 -1.172 -0.292
I -6.084 -6.473 -0.458 0.019
C -4.403 -3.899 -0.374 1.163
C -4.878 -3.640 0.930 -0.493
C -4.500 -2.508 1.586 -1.084
C -3.609 -1.619 0.964 -0.522
N -3.115 -1.845 -0.228 0.067
C -3.499 -2.956 -0.918 0.513
C -2.938 -3.086 -2.254 0.042
O -2.134 -2.196 -2.685 -0.492
H -4.553 -5.997 -3.042 0.336
H -5.550 -4.347 1.401 0.183
H -4.866 -2.288 2.580 0.409
H -3.297 -0.704 1.449 0.824
S -0.162 2.866 -1.185 -0.376
C 1.159 3.767 -0.467 -0.110
C 0.950 4.959 0.256 -0.499
C 1.996 5.641 0.865 -0.571
C 3.302 5.168 0.781 -0.460
C 3.537 3.998 0.066 -0.532
C 2.492 3.315 -0.546 -0.181
H -0.064 5.334 0.331 0.351
H 1.791 6.554 1.415 0.328
H 4.116 5.695 1.262 0.367
H 4.547 3.610 -0.015 0.364
H 2.687 2.400 -1.094 0.439
C -1.533 1.153 2.820 -1.397
As -0.670 0.142 1.384 0.628
C -0.365 -1.493 2.421 -1.155
C 1.153 0.872 1.393 0.710
C 1.818 0.964 2.730 0.060
C 2.588 -0.086 3.229 -0.145
C 3.195 0.003 4.475 -0.712
C 3.042 1.148 5.247 -0.427
C 2.288 2.208 4.754 -0.706
C 1.687 2.116 3.506 -0.222
H -0.861 1.260 3.671 0.439
H -2.423 0.610 3.141 0.479
H -1.828 2.138 2.459 0.321
H 0.069 -1.257 3.393 0.463
H 0.305 -2.140 1.856 0.200
H -1.311 -2.021 2.569 0.419
H 1.080 1.847 0.913 -1.133
H 1.703 0.211 0.720 0.361
H 2.717 -0.980 2.627 0.375
H 3.795 -0.823 4.840 0.407
H 3.517 1.220 6.218 0.370
H 2.174 3.112 5.341 0.386
H 1.128 2.957 3.108 0.489
```

Results
Charge ... -1
HOMO-LUMO gap ... 5.43 eV
HOMO level ... -3.787 eV

Entry 4:
This record from OMol25 describes a molecular structure, C34H28Cl3IN2O4PSeTi. The level of theory is ωB97M-V with the def2-TZVPD basis set.

```
75
Properties=species:S:1:pos:R:3:lowdin_spin:R:1
Ti -1.483 -0.340 0.364 0.737
I -0.908 -0.439 3.198 -0.001
C 1.098 -0.617 3.812 -0.002
C 1.165 -1.082 5.098 0.000
C 2.375 -1.140 5.808 0.000
C 3.502 -0.670 5.214 0.000
C 3.473 -0.188 3.884 0.000
C 4.681 0.320 3.352 0.000
C 4.737 0.797 2.080 0.000
C 3.589 0.710 1.281 0.000
C 2.388 0.208 1.731 -0.001
P 1.205 -0.070 0.336 0.008
C 1.478 1.468 -0.631 0.003
C 1.138 2.669 -0.004 0.001
C 1.301 3.877 -0.661 0.000
C 1.789 3.905 -1.962 0.000
C 2.113 2.718 -2.598 0.000
C 1.961 1.503 -1.937 0.001
C 2.048 -1.372 -0.632 0.002
C 3.073 -2.162 -0.116 0.000
C 3.597 -3.207 -0.861 0.000
C 3.105 -3.482 -2.129 0.000
C 2.078 -2.709 -2.648 0.000
C 1.549 -1.668 -1.901 0.001
C 2.271 -0.202 3.106 0.000
H 0.257 -1.395 5.597 0.000
H 2.387 -1.521 6.821 0.000
H 4.447 -0.654 5.742 0.000
H 5.556 0.324 3.989 0.000
H 5.653 1.199 1.669 0.000
H 3.677 1.014 0.246 0.000
H 0.747 2.657 1.005 0.000
H 1.044 4.800 -0.156 0.000
H 1.919 4.850 -2.474 0.000
H 2.500 2.729 -3.609 0.000
H 2.244 0.589 -2.441 0.000
H 3.444 -1.989 0.885 0.000
H 4.382 -3.821 -0.439 0.000
H 3.511 -4.305 -2.703 0.000
H 1.671 -2.925 -3.628 0.000
H 0.728 -1.093 -2.308 0.001
C -2.081 0.332 -3.974 0.010
C -1.900 0.405 -2.499 0.070
N -1.701 -0.641 -1.747 0.032
O -1.748 -1.837 -2.410 0.005
C -1.871 1.629 -1.705 0.083
C -1.641 3.012 -2.203 0.013
N -2.033 1.273 -0.474 0.000
O -1.541 1.652 0.692 -0.007
H -2.867 -0.383 -4.217 0.002
H -1.166 -0.021 -4.455 0.004
H -2.341 1.307 -4.381 0.000
H -1.573 -2.486 -1.699 0.000
H -0.802 3.042 -2.900 0.003
H -1.421 3.667 -1.362 0.000
H -2.529 3.388 -2.716 0.005
Se -3.723 -1.046 1.305 0.019
C -4.868 0.299 0.549 0.008
C -5.682 -0.018 -0.535 0.001
C -6.496 0.951 -1.108 0.001
C -6.500 2.246 -0.609 0.000
C -5.688 2.564 0.471 0.000
C -4.877 1.598 1.049 0.001
H -5.675 -1.027 -0.928 0.000
H -7.128 0.689 -1.947 0.000
H -7.135 3.000 -1.055 0.000
H -5.685 3.571 0.870 0.000
H -4.235 1.851 1.883 0.000
Cl -0.661 -4.904 -1.166 0.000
C -0.431 -4.605 0.572 0.000
Cl -1.921 -5.009 1.443 0.000
Cl 0.901 -5.599 1.145 0.000
C -0.166 -3.091 0.850 0.000
O 0.655 -2.777 1.682 0.000
O -0.954 -2.319 0.197 -0.001
```

Results
Multiplicity ... 2
Expectation value of S² ... 0.76
Charge ... 0
HOMO-LUMO gap (spin up / spin down) ... 7.00 / 7.00 eV
HOMO level (spin up / spin down) ... -7.111 / -7.622 eV

Entry 5:
This record from OMol25 describes a molecular structure, C34H28F6IrN7P. The level of theory is ωB97M-V with the def2-TZVPD basis set.

```
77
Properties=species:S:1:pos:R:3:lowdin_spin:R:1
Ir 0.088 -0.041 0.843 1.438
C -1.931 -2.585 2.017 0.007
N -0.811 -1.738 2.518 0.130
C -1.200 -1.018 3.774 0.006
C -1.143 0.458 3.625 0.008
C -1.631 1.234 4.703 0.002
C -1.509 2.629 4.690 0.000
C -0.858 3.220 3.590 0.002
C -0.406 2.421 2.536 0.001
N -0.571 1.061 2.493 0.023
C 0.361 -2.638 2.762 0.004
C 1.574 -1.789 2.929 0.007
C 2.675 -2.201 3.705 0.003
C 3.826 -1.413 3.783 -0.002
C 3.850 -0.199 3.084 0.002
C 2.736 0.170 2.325 0.001
N 1.626 -0.608 2.206 0.046
C -2.924 -1.795 1.222 0.007
C -4.256 -2.260 1.147 0.008
C -5.126 -1.695 0.219 -0.003
C -4.619 -0.689 -0.623 0.009
C -3.311 -0.269 -0.450 0.016
N -2.497 -0.748 0.514 0.106
H -1.483 -3.400 1.418 0.000
H -2.448 -3.040 2.888 0.004
H -2.250 -1.294 4.008 0.001
H -0.556 -1.370 4.620 0.001
H -2.056 0.719 5.569 0.000
H -1.893 3.229 5.524 0.000
H -0.689 4.304 3.537 0.000
H 0.124 2.870 1.689 0.001
H 0.205 -3.259 3.673 0.003
H 0.414 -3.302 1.874 0.000
H 2.611 -3.139 4.267 0.001
H 4.667 -1.756 4.400 0.000
H 4.730 0.464 3.106 0.000
H 2.749 1.093 1.741 0.000
H -4.549 -3.074 1.819 0.001
H -6.155 -2.029 0.155 0.000
H -5.232 -0.213 -1.398 0.001
H -2.851 0.422 -1.159 0.004
N 2.782 3.879 -8.439 0.248
C 2.506 3.411 -7.420 0.045
C 2.133 2.857 -6.140 0.203
C 1.055 1.965 -6.073 0.070
C 0.710 1.458 -4.837 0.027
C 1.452 1.803 -3.697 0.194
C 2.555 2.660 -3.792 0.021
C 2.873 3.225 -5.012 0.089
C 1.058 1.263 -2.387 -0.043
C 1.798 0.231 -1.804 0.218
C 2.923 -0.432 -2.453 0.069
C 3.289 -1.495 -1.632 0.100
C 2.443 -1.511 -0.527 0.242
N 1.517 -0.429 -0.574 0.003
C -0.087 1.739 -1.747 0.201
C -0.942 2.776 -2.314 0.093
C -1.941 3.039 -1.363 0.083
C -1.709 2.220 -0.260 0.230
N -0.587 1.368 -0.459 -0.001
H 0.504 1.736 -6.995 0.000
H -0.142 0.790 -4.680 -0.001
H 3.137 2.865 -2.880 -0.001
H 3.704 3.930 -5.181 0.001
H 3.367 -0.151 -3.406 0.003
H 4.098 -2.213 -1.796 0.002
H 2.418 -2.277 0.241 0.007
H -0.813 3.256 -3.283 0.004
H -2.741 3.779 -1.446 0.001
H -2.320 2.131 0.641 0.005
F -0.297 -2.264 -0.182 0.027
P -0.630 -2.955 -1.700 0.001
F -2.210 -2.758 -1.416 0.000
F -0.663 -4.382 -0.896 0.002
F 0.968 -3.112 -1.921 0.016
F -0.566 -1.472 -2.347 0.003
F -0.929 -3.662 -3.166 0.001
```

Results
Multiplicity ... 5
Expectation value of S² ... 6.15
Charge ... +3
HOMO-LUMO gap (spin up / spin down) ... 6.12 / 3.14 eV
HOMO level (spin up / spin down) ... -16.401 / -16.440 eV

Entry 6:
This record from OMol25 describes a molecular structure, C34H29BCrO7. The level of theory is ωB97M-V with the def2-TZVPD basis set.

```
72
Properties=species:S:1:pos:R:3:lowdin_spin:R:1
C -3.285 1.214 -6.444 0.040
C -2.500 0.552 -5.367 0.219
C -2.847 -0.737 -5.006 0.101
C -2.036 -1.016 -3.876 0.110
C -1.174 0.050 -3.544 0.397
B -1.487 1.112 -1.745 0.004
O -2.763 1.695 -2.229 0.537
C -3.282 2.473 -1.130 0.090
C -2.377 2.329 0.081 0.004
C -2.902 3.066 1.288 -0.001
C -0.901 2.821 -0.357 0.010
O -0.446 2.080 -1.563 0.150
C -2.305 0.758 0.344 0.005
O -1.585 0.106 -0.711 0.072
O -1.378 0.963 -4.643 0.028
H -3.905 0.430 -6.950 0.001
H -3.980 2.043 -6.153 0.015
H -2.799 1.638 -7.350 0.010
H -3.655 -1.295 -5.542 0.001
H -2.105 -1.969 -3.348 0.000
H -3.429 3.545 -1.410 0.045
H -4.347 2.158 -1.066 0.047
H -2.409 2.693 2.203 0.000
H -2.854 4.170 1.252 0.000
H -3.963 2.840 1.441 0.000
H -0.938 3.880 -0.704 0.002
H -0.259 2.756 0.558 0.007
H -1.837 0.612 1.337 0.004
H -3.339 0.310 0.272 0.001
O 2.836 -3.652 6.797 0.054
C 2.159 -3.355 5.894 0.030
Cr 1.110 -2.627 4.474 0.826
C 2.584 -1.701 3.849 0.018
O 3.491 -1.040 3.524 0.031
C 0.862 -1.129 5.620 -0.011
O 0.850 -0.200 6.323 -0.003
C -0.279 -4.293 4.427 0.018
C 0.756 -4.536 3.492 0.026
C 1.032 -3.542 2.533 0.005
C 0.145 -2.458 2.298 0.004
C 0.311 -1.666 1.142 -0.001
C 0.656 -1.069 0.091 0.007
C 1.175 0.004 -0.641 0.002
C 1.674 1.004 0.297 0.000
C 1.184 1.188 1.604 -0.001
C 1.552 2.243 2.480 0.002
C 2.578 3.088 2.141 0.000
C 3.010 3.050 0.809 0.000
C 2.552 2.080 -0.081 0.000
C 1.967 -0.212 -1.866 0.006
C 1.371 -0.835 -2.966 0.056
C 2.175 -1.601 -3.800 0.005
C 3.537 -1.797 -3.522 0.002
C 4.130 -1.007 -2.547 0.001
C 3.371 -0.146 -1.772 0.003
C -0.642 -2.105 3.429 -0.005
C -0.960 -3.057 4.431 0.000
H -0.506 -5.031 5.216 0.001
H 1.338 -5.480 3.499 0.001
H 1.850 -3.714 1.843 0.000
H 0.420 0.525 1.970 0.000
H 1.024 2.304 3.423 0.000
H 3.084 3.751 2.810 0.000
H 3.728 3.814 0.487 0.000
H 2.646 2.246 -1.148 0.000
H 0.281 -0.875 -3.098 0.026
H 1.723 -2.176 -4.610 0.001
H 4.144 -2.586 -4.009 0.000
H 5.167 -1.079 -2.277 0.000
H 3.796 0.342 -0.916 0.000
H -1.097 -1.117 3.486 -0.001
H -1.699 -2.826 5.227 0.000
```

Results
Multiplicity ... 4
Expectation value of S² ... 3.79
Charge ... +3
HOMO-LUMO gap (spin up / spin down) ... 6.18 / 4.70 eV
HOMO level (spin up / spin down) ... -16.859 / -16.931 eV